{"formula": "C11H39N3O8", "method": "the ωB97M-V functional and the def2-TZVPD basis", "total_energy_ev": -32884.897, "smiles": "COC[C@H](C)N.NC(N)=O.CO.CO.CO.CO.CO.CO", "largest_force_ev_per_a": 5.39, "e_above_lowest_kcal_mol": 0.0, "homo_lumo_gap_ev": 9.141, "symbols": ["C", "O", "H", "H", "H", "H", "C", "O", "H", "H", "H", "H", "C", "O", "H", "H", "H", "H", "C", "O", "H", "H", "H", "H", "C", "O", "H", "H", "H", "H", "C", "O", "H", "H", "H", "H", "C", "O", "N", "N", "H", "H", "H", "H", "C", "C", "C", "O", "C", "N", "H", "H", "H", "H", "H", "H", "H", "H", "H", "H", "H"], "xyz": [[0.18800, -1.33848, 5.89253], [-0.22983, -0.94041, 4.58394], [1.25865, -1.21481, 5.72968], [-0.13878, -0.72595, 6.73285], [-0.07758, -2.36460, 6.14675], [-0.98192, -1.46935, 4.30792], [-0.87476, 2.63406, -0.07018], [0.13973, 1.62409, -0.07054], [-0.55853, 3.30465, -0.86919], [-1.89781, 2.29736, -0.23779], [-0.91691, 3.26241, 0.81948], [0.01457, 1.08813, 0.71603], [4.63344, -3.23473, 2.16302], [5.54553, -3.79986, 1.20485], [4.18841, -3.98064, 2.82155], [5.08449, -2.60797, 2.93232], [3.82849, -2.66894, 1.69393], [5.95944, -4.57262, 1.59615], [-2.46381, 4.14476, 5.94373], [-2.77098, 4.41236, 7.29810], [-3.29430, 3.88877, 5.28582], [-1.91827, 4.99923, 5.54326], [-1.66728, 3.40645, 5.85129], [-2.06368, 4.79428, 7.82294], [-5.71012, -0.59782, -2.59620], [-6.04532, -1.74977, -3.24379], [-4.70273, -0.67082, -2.18638], [-5.75879, 0.14381, -3.39351], [-6.41688, -0.25415, -1.84088], [-6.76735, -1.62262, -3.86356], [-3.13553, -4.53863, 1.12455], [-3.58521, -4.07107, 2.35543], [-2.58076, -3.77137, 0.58452], [-2.39788, -5.31888, 1.31212], [-4.02093, -4.82918, 0.55908], [-4.17505, -4.70144, 2.77534], [3.63513, 3.92837, 5.38831], [3.98757, 2.83470, 5.89175], [3.63418, 4.16291, 4.11422], [3.35045, 4.99403, 6.07363], [3.36516, 5.07834, 3.78300], [4.04919, 3.52533, 3.44987], [3.98106, 5.07765, 6.85813], [3.02920, 5.84693, 5.63835], [2.64369, -0.98772, -5.58685], [1.16748, -1.34789, -5.76970], [0.30850, -0.30720, -6.58363], [0.88065, -0.26916, -7.90877], [-0.15198, 0.08794, -8.81036], [1.15318, -2.57818, -6.56148], [3.11300, -0.87711, -6.56440], [3.15825, -1.71253, -4.95600], [2.62557, -0.03378, -5.05980], [0.67992, -1.54627, -4.81522], [0.24755, 0.61277, -6.00223], [-0.72311, -0.65549, -6.53281], [-0.73421, 0.98082, -8.58263], [-0.88924, -0.71318, -8.86301], [0.16249, 0.24922, -9.84147], [1.42155, -2.37091, -7.51287], [0.21503, -2.93586, -6.67119]], "atomic_forces_ev_per_a": [[0.9, 0.0, -0.8], [-0.9, 0.0, 0.2], [0.2, -0.4, 1.1], [-0.3, 0.4, -0.3], [0.1, -0.1, -0.3], [-0.1, 0.1, 0.1], [0.6, 0.6, -0.4], [-0.8, 0.3, 0.4], [-0.4, 0.0, -0.1], [0.1, -0.4, -0.2], [0.3, -0.2, 0.4], [0.1, -0.2, 0.1], [0.1, -0.5, 0.7], [-0.6, 0.6, 0.4], [-0.4, -0.5, -0.5], [0.6, 0.5, -0.5], [0.3, -0.2, -0.3], [0.0, 0.0, 0.1], [2.3, 0.8, 0.1], [-1.5, -0.5, 0.2], [-0.3, 0.1, 0.7], [-0.5, 0.5, -0.5], [-0.3, -0.8, 0.1], [0.3, -0.1, -0.6], [-0.1, 2.1, -0.6], [-0.4, -2.8, -0.3], [-0.1, 0.0, 0.0], [0.6, 0.9, 0.4], [-0.1, -0.3, 0.4], [0.1, 0.2, 0.2], [0.1, -0.4, -0.2], [-0.1, 1.2, 1.3], [-0.3, 0.3, 0.2], [-0.2, -0.6, -0.5], [0.4, -0.4, -0.6], [0.1, -0.1, -0.2], [2.0, -4.9, 1.0], [-0.5, 1.8, -0.6], [-0.3, 0.3, -4.7], [-0.9, 3.2, 3.7], [0.3, -0.4, -0.2], [-0.4, -0.1, 0.3], [-0.6, 0.3, 0.3], [0.4, -0.2, 0.1], [-1.1, 0.8, 0.4], [-0.2, -0.4, -1.7], [1.5, -1.0, 1.4], [-1.5, 1.3, 0.7], [-0.7, -0.3, -0.8], [-0.2, -1.0, 0.3], [0.1, 0.0, 0.2], [-0.1, -0.1, -0.3], [0.5, 0.2, 0.0], [0.0, 0.1, 0.1], [0.5, 0.8, -0.7], [-0.1, -0.4, -0.7], [0.3, 0.3, 0.6], [-0.1, -0.3, 0.1], [0.8, -0.2, 0.2], [0.4, 0.2, 0.0], [-0.3, -0.1, 0.3]]}